1.
Entry from OMol25: C26H43BrMnN4OSi2 as an isolated structure (the ωB97M-V functional and the def2-TZVPD basis).

Values from the calculation:
- molecular weight (g mol⁻¹) = 618.67
- HOMO level (alpha / beta) (eV) = -5.571 / -5.737
- frontier orbital gap (alpha / beta) (Ha) = 0.1864 / 0.1925

ORCA input file:
```
! wB97M-V def2-TZVPD RIJCOSX def2/J DEFGRID3
* xyz 0 6
Mn -0.72 0.65 -0.57
C -2.75 -1.45 1.29
Si -1.13 -1.19 2.22
C -1.58 -0.65 3.97
C -0.42 -2.94 2.45
N -0.16 -0.15 1.29
C 0.94 0.60 1.75
C 1.44 0.53 3.05
C 2.51 1.30 3.49
C 3.12 2.18 2.61
C 2.66 2.25 1.30
C 1.60 1.47 0.81
N 1.16 1.48 -0.52
Si 1.85 2.47 -1.73
C 3.72 2.25 -1.96
C 1.56 4.30 -1.45
C 1.08 2.05 -3.38
H -3.20 -2.42 1.54
H -2.57 -1.44 0.21
H -3.49 -0.68 1.52
H -2.53 -1.12 4.26
H -1.70 0.43 4.07
H -0.82 -0.97 4.69
H -0.80 -3.36 3.39
H 0.68 -2.97 2.51
H -0.74 -3.61 1.64
H 0.96 -0.15 3.75
H 2.86 1.22 4.51
H 3.94 2.81 2.94
H 3.14 2.95 0.62
H 4.29 2.60 -1.10
H 4.04 2.83 -2.83
H 4.00 1.20 -2.13
H 2.07 4.66 -0.55
H 0.49 4.48 -1.31
H 1.90 4.91 -2.29
H 1.30 1.03 -3.70
H 1.44 2.75 -4.14
H -0.01 2.14 -3.34
C -3.55 2.80 1.45
C -3.53 1.92 0.23
O -2.47 1.69 -0.33
C -4.79 1.32 -0.28
C -6.01 1.54 0.36
C -7.15 0.90 -0.09
C -7.08 0.05 -1.19
C -5.87 -0.15 -1.84
C -4.73 0.48 -1.39
H -2.53 3.12 1.67
H -3.95 2.26 2.30
H -4.17 3.68 1.28
H -6.07 2.20 1.22
H -8.10 1.06 0.41
H -7.98 -0.45 -1.54
H -5.81 -0.82 -2.69
H -3.78 0.32 -1.88
Br -1.19 -0.85 -2.44
C 3.79 -2.40 0.06
C 2.67 -1.34 -0.05
N 1.81 -1.64 -1.18
C 2.55 -1.55 -2.43
C 3.73 -2.56 -2.41
N 3.64 -3.33 -1.12
C 2.32 -4.04 -1.04
C 1.21 -2.95 -1.04
H 3.71 -3.01 0.95
H 4.79 -1.98 0.01
H 3.09 -0.34 -0.19
H 2.07 -1.31 0.85
H 2.92 -0.53 -2.54
H 1.86 -1.75 -3.25
H 4.70 -2.07 -2.43
H 3.68 -3.28 -3.23
H 4.39 -4.01 -1.10
H 2.33 -4.64 -0.13
H 2.26 -4.71 -1.90
H 0.65 -2.97 -0.11
H 0.50 -3.10 -1.85
*
```

***

2.
Entry from OMol25: a 2-piece molecular cluster, C26H43ClF3N2O2 overall (the ωB97M-V functional and the def2-TZVPD basis).

Values from the calculation:
- molecular weight (g mol⁻¹) = 508.09
- HOMO level (eV) = -11.519
- frontier orbital gap (Ha) = 0.3084

ORCA input file:
```
! wB97M-V def2-TZVPD RIJCOSX def2/J DEFGRID3
* xyz 1 1
C 5.60 3.15 1.69
C 4.82 1.93 1.15
C 4.63 1.96 -0.41
C 5.03 0.62 -1.10
C 3.74 -0.24 -1.39
C 3.26 -0.91 -0.08
C 1.95 -1.74 -0.22
C 0.75 -0.85 -0.63
C 0.39 0.16 0.51
C 0.78 1.65 0.17
C -0.42 2.56 -0.13
C -0.06 3.82 -1.00
C 0.43 4.89 -0.03
O 0.95 4.64 0.96
Cl 0.22 6.61 -0.47
N -1.58 1.82 -0.77
C -1.22 1.34 -2.14
O -1.62 0.00 -2.38
C -1.27 -0.44 -3.61
F -1.75 0.32 -4.60
F 0.04 -0.55 -3.79
F -1.79 -1.64 -3.75
C -2.14 0.81 0.17
C -1.08 0.07 1.04
C -1.04 0.69 2.48
C -1.57 -1.40 1.26
N -0.61 -2.22 1.99
C -1.11 -2.74 3.28
H 4.95 4.04 1.56
H 6.51 3.36 1.12
H 5.78 3.08 2.77
H 5.27 0.98 1.45
H 3.81 1.96 1.61
H 3.59 2.26 -0.62
H 5.26 2.77 -0.83
H 5.68 0.04 -0.43
H 5.50 0.81 -2.07
H 3.97 -0.99 -2.15
H 3.01 0.48 -1.80
H 3.10 -0.14 0.70
H 4.08 -1.54 0.30
H 1.76 -2.17 0.78
H 2.10 -2.58 -0.92
H 1.06 -0.30 -1.54
H -0.11 -1.45 -0.96
H 1.03 -0.12 1.36
H 1.46 1.67 -0.70
H 1.28 2.07 1.05
H -0.83 2.97 0.80
H -0.97 4.16 -1.54
H 0.74 3.59 -1.72
H -2.29 2.54 -0.90
H -1.74 1.98 -2.87
H -0.16 1.44 -2.39
H -2.86 0.12 -0.29
H -2.74 1.39 0.89
H -0.77 -0.07 3.23
H -2.01 1.11 2.80
H -0.29 1.49 2.58
H -1.73 -1.90 0.29
H -2.55 -1.32 1.75
H -0.29 -3.01 1.45
H -0.90 -3.81 3.43
H -0.58 -2.22 4.11
H -2.18 -2.57 3.45
C -6.16 -4.37 0.40
C -6.53 -3.56 -0.67
C -5.55 -2.89 -1.40
C -4.21 -3.04 -1.07
C -3.85 -3.85 0.00
C -4.82 -4.51 0.74
H -6.92 -4.88 0.97
H -7.57 -3.45 -0.93
H -5.84 -2.26 -2.23
H -3.45 -2.53 -1.64
H -2.80 -3.97 0.26
H -4.54 -5.14 1.58
*
```

***

3.
Entry from OMol25: a 10-piece molecular cluster, C26H43F5O20 overall (the ωB97M-V functional and the def2-TZVPD basis).

Values from the calculation:
- molecular weight (g mol⁻¹) = 770.60
- HOMO level (eV) = -9.424
- frontier orbital gap (Ha) = 0.3599
- structure (SMILES) = O=C1OC[C@@H](F)O1.O=C1OC[C@@H](F)O1.O=C1OC[C@@H](F)O1.O=C1OC[C@@H](F)O1.O=C1OC[C@@H](F)O1.C1CCOC1.C1CCOC1.CO.CO.CO
- relative energy (zero: lowest compared OMol25 entry of this formula, charge and spin) (kJ/mol) = 0.0

ORCA input file:
```
! wB97M-V def2-TZVPD RIJCOSX def2/J DEFGRID3
* xyz 0 1
O 0.16 0.10 -3.10
C 0.45 0.39 -4.24
O -0.46 0.46 -5.17
C 0.23 0.66 -6.38
C 1.61 0.36 -6.09
F 2.54 1.12 -6.68
O 1.63 0.49 -4.73
H -0.03 -0.05 -7.16
H 0.25 1.68 -6.78
H 1.88 -0.68 -6.24
O 0.44 -1.38 4.01
C -0.80 -1.33 4.21
O -1.41 -1.49 5.38
C -2.85 -1.49 5.25
C -2.93 -1.44 3.75
F -3.84 -0.60 3.30
O -1.66 -0.99 3.30
H -3.29 -2.44 5.53
H -3.35 -0.59 5.62
H -3.15 -2.39 3.26
O -4.20 2.35 4.17
C -3.40 2.69 3.36
O -3.83 3.28 2.28
C -2.71 3.65 1.46
C -1.51 3.21 2.29
F -0.79 4.33 2.62
O -2.07 2.58 3.45
H -2.67 3.14 0.50
H -2.72 4.72 1.25
H -0.76 2.52 1.91
O 3.24 -5.79 -2.26
C 3.41 -5.13 -1.19
O 2.60 -4.20 -0.67
C 2.95 -3.98 0.69
C 4.38 -4.47 0.64
F 4.70 -4.90 1.78
O 4.29 -5.43 -0.29
H 2.91 -2.92 0.91
H 2.31 -4.47 1.42
H 5.15 -3.77 0.30
O 1.64 2.07 2.64
C 2.51 1.36 3.13
O 2.98 1.51 4.33
C 4.21 0.88 4.56
C 4.09 -0.18 3.46
F 3.68 -1.37 3.89
O 3.12 0.36 2.61
H 4.98 1.62 4.35
H 4.38 0.51 5.57
H 5.03 -0.36 2.93
C -3.43 0.09 -0.65
C -4.73 0.55 -0.24
C -5.33 1.20 -1.59
O -4.47 0.79 -2.66
C -3.21 0.48 -2.14
H -3.36 -0.97 -0.44
H -2.50 0.47 -0.22
H -4.73 1.26 0.60
H -5.33 -0.33 -0.01
H -5.24 2.28 -1.54
H -6.35 0.83 -1.63
H -2.58 1.36 -2.32
H -2.77 -0.42 -2.57
C 1.49 3.62 -1.84
C 0.32 4.53 -1.99
C -0.86 3.51 -1.88
O -0.43 2.53 -0.97
C 1.00 2.60 -0.78
H 2.41 4.13 -1.55
H 1.73 3.14 -2.79
H 0.33 4.94 -3.00
H 0.37 5.37 -1.30
H -1.09 3.11 -2.87
H -1.77 4.02 -1.57
H 1.54 1.67 -0.99
H 1.17 3.03 0.21
C -0.88 -4.46 -1.00
O -1.12 -5.76 -1.37
H -1.16 -3.72 -1.75
H -1.34 -4.19 -0.05
H 0.18 -4.40 -0.77
H -2.05 -5.73 -1.61
C -0.29 -0.97 0.45
O 0.99 -1.24 0.92
H -0.30 -1.23 -0.61
H -1.07 -1.47 1.02
H -0.39 0.12 0.45
H 0.88 -1.08 1.86
C 3.19 -0.73 -1.53
O 4.58 -0.69 -1.61
H 2.87 -1.76 -1.35
H 2.82 -0.03 -0.78
H 2.72 -0.69 -2.51
H 4.85 0.05 -2.16
*
```

***

4.
Entry from OMol25: C26H43F5OsP2 as an isolated structure (the ωB97M-V functional and the def2-TZVPD basis).

Values from the calculation:
- molecular weight (g mol⁻¹) = 702.80
- HOMO level (alpha / beta) (eV) = -12.902 / -13.951
- frontier orbital gap (alpha / beta) (Ha) = 0.2467 / 0.2181
- relative energy (zero: lowest compared OMol25 entry of this formula, charge and spin) (kJ/mol) = 68.5

ORCA input file:
```
! wB97M-V def2-TZVPD RIJCOSX def2/J DEFGRID3
* xyz 2 5
Os 1.63 1.61 -0.16
C -2.14 1.34 2.05
C -2.50 1.72 0.72
C -3.10 -0.48 1.03
C -2.49 -0.03 2.23
C -3.11 0.59 0.11
C -1.61 2.18 3.13
H -1.34 3.17 2.76
H -0.71 1.73 3.57
H -2.32 2.31 3.97
C -2.46 -0.76 3.52
H -1.62 -0.45 4.15
H -2.41 -1.86 3.41
H -3.39 -0.54 4.08
C -3.78 -1.79 0.87
H -4.82 -1.70 1.24
H -3.30 -2.61 1.43
H -3.85 -2.10 -0.19
C -3.69 0.59 -1.25
H -4.68 1.06 -1.28
H -3.80 -0.42 -1.65
H -3.05 1.15 -1.93
C -2.30 3.03 0.05
H -3.21 3.66 0.01
H -1.97 2.89 -1.01
H -1.54 3.66 0.54
C 3.61 0.62 -0.21
C 3.46 2.09 0.10
C 3.76 3.23 -0.84
C 2.69 3.50 -1.94
C 1.57 2.52 -1.90
C 1.88 1.08 -2.07
C 3.23 0.53 -2.66
C 4.25 0.29 -1.56
H 4.75 3.11 -1.30
H 3.14 3.49 -2.95
H 3.80 4.14 -0.22
H 5.14 0.92 -1.64
H 4.07 0.06 0.62
H 3.63 2.29 1.15
H 4.58 -0.77 -1.57
H 2.99 -0.45 -3.14
H 0.99 0.48 -2.40
H 3.63 1.19 -3.45
H 2.28 4.53 -1.83
H 0.63 2.83 -2.35
P 1.91 -0.74 0.18
P -0.95 -1.79 -1.61
C 1.82 -2.30 -0.78
C 0.67 -2.65 -1.78
H 1.86 -3.11 -0.02
H 2.75 -2.33 -1.38
H 1.05 -2.57 -2.81
H 0.40 -3.73 -1.70
C -2.10 -3.05 -2.22
H -3.12 -2.66 -2.15
H -2.00 -3.96 -1.62
H -1.85 -3.25 -3.27
C -1.09 -0.69 -3.10
H -0.46 -1.05 -3.93
H -0.85 0.35 -2.85
H -2.15 -0.71 -3.42
C 2.07 -0.84 1.99
H 1.71 0.10 2.45
H 3.13 -0.99 2.25
H 1.47 -1.67 2.38
C 0.99 3.04 1.18
H -0.11 3.06 1.16
H 1.47 4.00 0.94
H 1.30 2.65 2.17
F 0.05 -3.11 3.82
C 0.01 -3.43 2.50
F 1.20 -3.97 2.14
C -1.15 -4.34 2.16
F -1.45 -4.26 0.81
F -0.88 -5.63 2.43
F -2.25 -3.97 2.87
*
```

***

5.
Entry from OMol25: a 5-piece molecular cluster, C26H43FNO15 overall (the ωB97M-V functional and the def2-TZVPD basis).

Values from the calculation:
- molecular weight (g mol⁻¹) = 628.62
- HOMO level (eV) = -11.784
- frontier orbital gap (Ha) = 0.3184

ORCA input file:
```
! wB97M-V def2-TZVPD RIJCOSX def2/J DEFGRID3
* xyz 1 1
C -2.51 2.06 1.23
C -2.20 0.75 0.57
O -2.78 0.30 -0.37
O -1.18 0.10 1.19
C -0.54 -0.93 0.44
C 0.66 -0.43 -0.37
C 0.32 -0.14 -1.83
C 1.58 -0.26 -2.72
N 1.86 0.90 -3.67
C 0.92 2.08 -3.65
C -0.45 1.70 -3.14
C -1.26 0.85 -4.12
C -2.53 0.28 -3.56
F -1.58 1.73 -5.16
O -0.30 1.14 -1.86
H -2.02 2.19 2.19
H -2.31 2.88 0.54
H -3.59 2.07 1.41
H -1.27 -1.40 -0.23
H -0.23 -1.69 1.15
H 1.43 -1.20 -0.33
H 1.08 0.47 0.09
H -0.38 -0.92 -2.15
H 2.47 -0.43 -2.13
H 1.48 -1.14 -3.35
H 1.87 0.52 -4.62
H 2.80 1.23 -3.50
H 1.35 2.82 -2.98
H 0.89 2.51 -4.64
H -0.99 2.64 -3.02
H -0.64 0.07 -4.60
H -3.12 1.07 -3.09
H -3.11 -0.15 -4.37
H -2.36 -0.49 -2.81
C 2.21 -6.72 0.49
C 2.97 -5.45 0.24
C 2.52 -4.26 1.06
O 2.80 -3.15 0.17
C 2.79 -3.63 -1.09
O 2.81 -2.92 -2.06
O 2.74 -4.96 -1.11
H 2.66 -7.55 -0.05
H 2.22 -6.96 1.55
H 1.17 -6.62 0.16
H 4.04 -5.62 0.34
H 3.07 -4.13 1.99
H 1.45 -4.27 1.26
C 0.18 7.12 2.66
C -0.20 6.00 3.59
C 0.34 4.63 3.22
O -0.67 3.75 3.72
C -1.84 4.44 3.75
O -2.91 3.94 3.94
O -1.62 5.75 3.54
H -0.16 8.08 3.04
H 1.26 7.16 2.54
H -0.29 6.97 1.68
H 0.05 6.25 4.62
H 1.29 4.39 3.69
H 0.42 4.50 2.14
C -5.87 3.01 5.30
C -6.87 4.00 4.76
C -7.84 4.59 5.77
O -9.01 4.82 4.99
C -8.99 3.97 3.94
O -9.90 3.78 3.20
O -7.79 3.35 3.85
H -5.16 2.73 4.54
H -5.32 3.45 6.13
H -6.38 2.11 5.65
H -6.37 4.79 4.20
H -7.50 5.52 6.21
H -8.08 3.87 6.57
C 6.87 -4.71 -4.56
C 6.87 -5.93 -3.68
C 5.81 -6.96 -4.01
O 5.53 -7.54 -2.72
C 5.84 -6.63 -1.78
O 5.56 -6.72 -0.63
O 6.51 -5.59 -2.32
H 7.72 -4.07 -4.33
H 6.93 -5.00 -5.60
H 5.96 -4.13 -4.40
H 7.86 -6.39 -3.65
H 6.14 -7.74 -4.69
H 4.89 -6.50 -4.38
*
```

***

6.
Entry from OMol25: C26H43N2O2P2SiYb as an isolated structure (the ωB97M-V functional and the def2-TZVPD basis).

Values from the calculation:
- molecular weight (g mol⁻¹) = 678.72
- HOMO level (alpha / beta) (eV) = -5.103 / -4.870
- frontier orbital gap (alpha / beta) (Ha) = 0.1796 / 0.1455
- relative energy (zero: lowest compared OMol25 entry of this formula, charge and spin) (kJ/mol) = 154.0

ORCA input file:
```
! wB97M-V def2-TZVPD RIJCOSX def2/J DEFGRID3
* xyz 0 2
C -0.21 3.75 -2.56
C -0.32 2.42 -2.06
N 0.65 1.94 -1.19
C 1.62 2.73 -0.75
C 1.71 4.07 -1.13
C 0.79 4.58 -2.06
C -1.40 1.60 -2.47
P -1.85 0.02 -1.86
Yb 0.26 0.00 0.10
P 3.07 0.39 0.22
C 2.62 2.20 0.31
C -0.01 -2.92 -1.03
C -1.08 -3.70 -0.32
C -0.75 -4.86 0.33
C 0.55 -5.38 0.26
C 1.61 -4.67 -0.36
C 1.37 -3.45 -0.96
O -0.73 1.72 -6.65
O 2.94 -0.34 -3.98
H -0.94 4.09 -3.28
H 2.48 4.69 -0.70
H 0.85 5.61 -2.38
C -3.42 0.39 -1.00
C -2.49 -0.84 -3.36
H 3.57 2.75 0.21
H 2.21 2.40 1.31
H -0.96 1.24 -7.44
H -1.99 1.93 -3.36
C 4.06 0.25 1.76
C 4.44 0.50 -1.00
H -2.01 -3.19 -0.17
H -1.51 -5.37 0.94
H 0.75 -6.37 0.75
H 2.59 -5.17 -0.43
H 2.10 -3.01 -1.62
H -0.24 -1.94 -0.49
H 2.06 -0.70 -4.26
H 2.61 0.11 -3.19
H 0.22 1.95 -6.74
H -0.05 -2.56 -2.04
H -4.23 0.39 -1.74
H -3.60 -0.38 -0.24
H -3.37 1.36 -0.49
H -3.47 -0.45 -3.64
H -1.77 -0.69 -4.18
H -2.56 -1.91 -3.08
H 5.36 0.93 -0.56
H 4.66 -0.53 -1.33
H 4.15 1.08 -1.88
H 5.01 0.80 1.69
H 3.50 0.62 2.63
H 4.28 -0.81 1.93
C 1.21 -2.11 2.58
Si -0.30 -1.22 3.26
C -1.68 -2.48 3.46
C 0.08 -0.40 4.90
N -0.72 0.06 2.16
C -1.68 1.05 2.24
C -3.01 0.82 2.69
C -3.95 1.86 2.58
C -3.62 3.10 2.05
C -2.31 3.34 1.65
C -1.34 2.35 1.75
H 2.06 -1.44 2.40
H 1.02 -2.67 1.66
H 1.56 -2.85 3.31
H -1.40 -3.31 4.12
H -2.59 -2.04 3.90
H -1.96 -2.93 2.50
H 0.96 0.24 4.79
H -0.76 0.24 5.20
H 0.28 -1.08 5.74
H -3.30 -0.17 3.06
H -4.97 1.66 2.89
H -4.37 3.87 1.98
H -2.03 4.30 1.22
H -0.30 2.55 1.42
*
```

***

Q: Look up the molecular weight of the sixth one.
A: 678.72 g mol⁻¹

***

Q: Which of these has the lowest molecular weight?
A: C26H43ClF3N2O2

***

Q: Which of these has the lowest molecular weight?
A: C26H43ClF3N2O2